The following is a DFT calculation (ωB97M-V with the def2-TZVPD basis set) of C7H24NaO5 as an isolated structure.

Energy above the lowest of the compared OMol25 structures with the same formula, charge and spin   77.17 kJ/mol
Frontier orbital gap   0.40100 Eh

```
! RIJCOSX wB97M-V def2-TZVPD def2/J DEFGRID3
* xyz 1 1
Na 0.37847 0.16097 -0.28510
C -3.59653 0.47594 2.42675
C -2.96563 0.65679 1.02811
O -1.92924 -0.32213 0.94400
H -4.28221 1.26675 2.73101
H -2.85659 0.37252 3.22041
H -4.18447 -0.43501 2.53893
H -2.53442 1.64363 1.19636
H -3.64930 0.61360 0.18027
H -2.31057 -1.17225 0.71274
C 2.61403 -1.02116 2.51671
C 1.49103 -1.88034 1.94204
O 1.62702 -1.95739 0.57901
H 3.51930 -1.59710 2.70876
H 2.45210 -0.49538 3.45768
H 3.01807 -0.29802 1.80824
H 0.48208 -1.54106 2.17658
H 1.60644 -2.80918 2.50065
H 1.62074 -2.89486 0.37237
C 3.42903 2.03300 -0.68159
O 2.39166 1.62063 0.15767
H 3.16193 2.98782 -1.13444
H 4.35308 2.24867 -0.14520
H 3.66498 1.33461 -1.48451
H 2.33042 2.32698 0.80491
C -0.10101 -2.47648 -2.82362
O -0.55793 -1.49083 -1.89845
H -0.96443 -2.89441 -3.34126
H 0.50781 -2.18560 -3.67968
H 0.50281 -3.16026 -2.22701
H -1.29656 -1.09247 -2.36465
C -1.45022 1.77631 -2.59552
O -0.72195 1.93549 -1.45865
H -2.43161 2.14921 -2.30240
H -1.16591 2.49580 -3.36337
H -1.55842 0.76789 -2.99488
H -0.59402 2.85723 -1.22277
*
```

Results of the Mulliken charge analysis, in e, for atoms 1 through 8: Na 0.660; C -1.206; C -0.139; O -0.309; H 0.368; H 0.303; H 0.335; H 0.170



The following is a DFT calculation (ωB97M-V with the def2-TZVPD basis set) of a 6-piece molecular cluster, C7H25NO5 overall.

Energy above the lowest of the compared OMol25 structures with the same formula, charge and spin   223.29 kJ/mol
Frontier orbital gap   0.35484 Eh
Structure (SMILES)   C=CCCCN(C)C.O.O.O.O.O

```
! RIJCOSX wB97M-V def2-TZVPD def2/J DEFGRID3
* xyz 0 1
C 1.80822 -2.87969 1.52367
C 1.10726 -1.77575 1.36559
C 1.52479 -0.72690 0.35329
C 0.98781 -0.90265 -1.05098
C -0.39587 -1.59147 -1.28994
N -1.33498 -0.53094 -1.74862
C -2.33259 -1.09096 -2.66459
C -2.07043 0.01554 -0.56343
H 1.56271 -3.67785 2.21714
H 2.73053 -3.04741 0.97211
H 0.19869 -1.56025 1.91226
H 1.14694 0.23169 0.68319
H 2.59684 -0.55291 0.46676
H 1.65662 -1.46348 -1.71618
H 0.86507 0.04212 -1.56848
H -0.23665 -2.34453 -2.06071
H -0.82494 -2.08405 -0.41567
H -2.66054 -2.12506 -2.56495
H -3.18497 -0.42373 -2.73197
H -1.94658 -1.02872 -3.69058
H -2.91861 0.53735 -1.01518
H -2.40645 -0.71425 0.17447
H -1.52596 0.81435 -0.09412
O 1.37391 3.07060 1.52332
H 1.65320 3.17363 0.60425
H 2.19082 2.90286 2.01086
O 0.56780 1.87832 -2.78359
H -0.08485 1.15060 -2.72065
H 0.05306 2.51554 -2.26411
O -0.74103 3.06362 -0.40785
H -0.40703 2.17857 -0.19652
H -1.39182 3.06314 -1.11723
O -0.62812 0.82016 2.06431
H 0.33767 0.82418 2.11498
H -0.85176 1.74300 2.24387
O 1.34798 0.50308 4.27829
H 1.80971 -0.32013 4.08255
H 0.42356 0.31234 4.07445
*
```

Results of the Mulliken charge analysis, in e, for atoms 1 through 8: C -0.982; C -0.187; C 0.831; C -0.686; C -0.923; N 0.269; C -1.061; C -0.719



The following is a DFT calculation (ωB97M-V with the def2-TZVPD basis set) of C7H26N7O7Y as an isolated structure.

Energy above the lowest of the compared OMol25 structures with the same formula, charge and spin   0.00 kJ/mol
Frontier orbital gap (alpha / beta)   0.07541 / 0.26302 Eh

```
! RIJCOSX wB97M-V def2-TZVPD def2/J DEFGRID3
* xyz -1 2
Y 0.28139 0.17972 0.61174
O 0.71784 -0.71314 2.61254
H 0.66891 -1.60515 3.00805
O -2.00981 0.36147 0.56515
H -2.37579 -0.13901 1.32019
O 2.30019 1.19214 0.72169
H 2.69746 1.72002 1.44144
C -0.46907 2.92133 2.73455
O -0.17276 1.84555 2.26425
N -0.89666 3.01331 3.96360
N -0.47055 4.03496 2.23809
H -0.99512 2.08497 4.34907
H -1.19146 3.87043 4.40919
H -0.37437 4.12308 1.23655
H -0.78494 4.82691 2.78039
C -0.56986 -0.65610 -2.82722
O -0.06277 -0.35707 -1.76486
N -1.14441 0.13909 -3.72773
N -0.49997 -1.91163 -3.28929
H -1.27583 -0.13794 -4.69006
H -0.91481 1.09070 -3.47910
H -0.53384 -2.10388 -4.28025
H -0.28976 -2.68752 -2.67781
C -0.45650 3.20222 -1.15834
O 0.04010 2.29009 -0.58862
N -1.75677 3.19345 -1.56503
N 0.22427 4.28891 -1.41177
H -1.89181 3.53848 -2.50461
H -2.30979 2.41832 -1.22819
H -0.22731 5.10308 -1.80332
H 1.12154 4.39303 -0.95993
C 2.64721 -3.83687 -0.58624
C 1.47306 -2.79215 -0.43691
C 0.38790 -3.21684 0.43486
O -0.68511 -2.30284 0.48051
C -1.77294 -2.57505 1.32123
N 1.89420 -1.44216 -0.17304
H 3.45828 -3.58904 -1.27097
H 2.41577 -4.85296 -0.90575
H 3.19066 -4.03571 0.33746
H 1.04961 -2.72817 -1.43926
H 0.71049 -3.29618 1.47301
H 0.08482 -4.23230 0.17972
H -2.52034 -3.10147 0.72761
H -2.23429 -1.68241 1.74365
H -1.56258 -3.21773 2.17610
H 2.48137 -1.05390 -0.89733
H 2.60409 -1.56408 0.53498
*
```

Results of the Mulliken charge analysis, in e, for atoms 1 through 8: Y 1.572; O -0.831; H 0.063; O -0.839; H 0.052; O -0.830; H 0.098; C 0.163



The following is a DFT calculation (ωB97M-V with the def2-TZVPD basis set) of a 7-piece molecular cluster, C7H27N10O7 overall.

Frontier orbital gap   0.23169 Eh

```
! RIJCOSX wB97M-V def2-TZVPD def2/J DEFGRID3
* xyz -1 1
O 0.65302 0.02410 -0.41643
H 1.17289 0.43552 0.30121
C 3.98724 -2.07694 3.20699
O 4.76764 -2.25508 4.15012
N 4.16260 -1.27489 2.16603
N 2.81105 -2.71882 3.02513
H 5.05455 -0.82694 2.01155
H 3.53179 -1.25499 1.37749
H 2.38790 -2.58338 2.11811
H 2.56779 -3.52762 3.57898
C -3.70125 -2.45259 -2.99751
O -4.67704 -2.96957 -3.45277
N -2.96421 -2.95115 -2.05228
N -3.27930 -1.28045 -3.18849
H -2.28994 -2.29782 -1.67999
H -3.06255 -3.92112 -1.78847
H -2.32412 -1.10586 -2.91054
H -3.57983 -0.61098 -3.88245
C 2.61151 -5.10351 -4.17144
O 3.42538 -5.82043 -4.69380
N 2.86348 -4.03136 -3.43345
N 1.32987 -5.29104 -4.16129
H 3.81228 -3.77631 -3.19931
H 2.10907 -3.43141 -3.13174
H 0.93749 -6.15927 -4.49644
H 0.75592 -4.74125 -3.53805
C -1.78161 6.35995 1.34364
O -1.65383 7.46648 0.90792
N -2.89777 5.67542 1.34774
N -0.84655 5.60106 1.75652
H -2.90381 4.68284 1.53444
H -3.73641 6.06932 0.94573
H -1.03902 4.64786 2.02937
H 0.03292 6.05313 1.96208
C 1.66317 4.51267 -3.59252
O 1.94748 5.56585 -4.14374
N 2.44716 3.72513 -3.05124
N 0.42186 4.15647 -3.48619
H 1.98725 2.94483 -2.60434
H 3.44696 3.74133 -2.90899
H -0.23170 4.89580 -3.70146
H 0.15154 3.37451 -2.90690
C -2.59113 -1.60863 5.58592
C -1.98114 -0.21842 5.19945
O -2.33979 0.13047 3.83217
H -3.66662 -1.64785 5.41314
H -2.33053 -1.94384 6.58982
H -2.28904 -2.38749 4.88575
H -0.89264 -0.19388 5.25128
H -2.28832 0.58177 5.87282
H -1.69168 -0.18164 3.19643
*
```

Results of the Mulliken charge analysis, in e, for atoms 1 through 8: O -1.063; H 0.099; C 0.616; O -0.674; N -0.369; N -0.377; H 0.207; H 0.179



The following is a DFT calculation (ωB97M-V with the def2-TZVPD basis set) of C7H28N14Na3O11S as an isolated structure.

Frontier orbital gap (alpha / beta)   0.12887 / 0.28760 Eh

```
! RIJCOSX wB97M-V def2-TZVPD def2/J DEFGRID3
* xyz 0 2
Na 0.27346 30.95396 -5.27010
Na -4.64279 29.48913 -3.88032
Na -1.40692 28.14754 -3.63194
S -1.99014 29.09770 -6.43261
O -3.12952 28.71537 -5.61991
O -0.73929 28.60775 -5.72899
O -2.09337 28.52972 -7.79273
O -1.92495 30.55773 -6.52507
C -4.13684 33.63634 -6.56614
O -4.55803 34.74206 -6.29409
N -3.05533 33.13443 -5.98314
N -4.75920 32.69821 -7.27394
H -2.62338 32.27790 -6.29917
H -2.46274 33.79434 -5.49997
H -5.65415 32.96129 -7.66120
H -4.45199 31.74404 -7.39755
C 0.07971 25.30504 -4.01258
O -0.02730 26.14240 -3.08806
N 0.76974 25.52997 -5.05486
N -0.54877 24.13112 -4.03321
H 0.73495 24.86886 -5.81764
H 1.13357 26.47213 -5.04738
H -0.95675 23.90395 -3.13764
H -0.12222 23.44182 -4.63572
C -6.06862 29.30419 -6.78613
O -6.14043 28.76464 -5.70095
N -4.98990 29.42626 -7.46303
N -7.02118 29.92228 -7.34818
H -4.32496 28.82762 -6.99444
H -5.14671 29.52942 -8.45544
H -7.85570 29.69452 -6.82683
H -7.00629 30.27331 -8.29510
C -4.36680 25.10186 -5.35776
O -4.47943 23.93245 -5.65737
N -4.89637 25.63775 -4.31351
N -3.68946 25.96258 -5.99014
H -5.13200 24.90491 -3.65966
H -4.57129 26.56187 -4.06766
H -3.82496 26.96131 -5.92470
H -3.32668 25.61569 -6.86658
C -1.70084 30.19725 -10.67844
O -1.36552 30.56781 -11.79376
N -1.83526 28.93893 -10.39015
N -2.05252 30.96361 -9.70754
H -1.50357 28.28114 -11.08109
H -1.86055 28.71350 -9.40596
H -2.25173 30.54543 -8.81002
H -1.97559 31.95296 -9.89563
C -2.83195 25.76784 -9.51393
O -3.14747 24.84645 -10.15532
N -3.54589 26.84637 -9.50843
N -1.86629 25.78892 -8.70299
H -3.19923 27.58109 -8.90833
H -4.38845 26.85572 -10.06531
H -1.26314 24.98799 -8.82475
H -1.70755 26.66748 -8.23074
C 1.83158 28.34225 -8.38735
O 3.01060 28.44044 -8.82386
N 0.79407 28.04228 -9.09765
N 1.54988 28.70696 -7.17969
H 0.76935 27.89850 -10.09705
H -0.11308 28.19383 -8.68025
H 2.33826 28.84933 -6.56464
H 0.58841 28.73893 -6.87203
*
```

Results of the Mulliken charge analysis, in e, for atoms 1 through 8: Na 0.715; Na 0.587; Na 0.447; S 1.177; O -0.553; O -1.465; O -0.310; O -0.932



Summary of max |F| in hartree/bohr
0.070; 0.038; 0.214; 0.181; 0.139
(order as listed above)